1.
ORCA calculation (ωB97M-V/def2-TZVPD) on a single C4H7OP molecule in a non-equilibrium geometry.

Geometry as ORCA input:
```
! wB97M-V def2-TZVPD RIJCOSX def2/J DEFGRID3
* xyz 0 1
C 0.16494 1.23537 0.83569
C 2.48964 -0.51634 0.39914
C -0.14244 2.04011 -0.31494
C -0.13804 -1.61007 -0.15366
O 2.87547 0.18386 -0.44543
P 0.64836 -0.33438 0.86310
H -0.50702 1.49072 -1.30138
H -0.97862 2.60537 0.09900
H 0.84738 2.52812 -0.46821
H 0.13785 -2.68941 0.07060
H -1.18523 -1.53027 -0.18675
H 0.28201 -1.26339 -1.22659
H 0.59199 -0.61977 2.22686
*
```

The largest force on an atom comes out at 3.767 eV/Å. The value obtained for the calculated total energy is -572.981325 a.u.

Here are the Mulliken charges for atoms 1 to 8, given in e: number 1, C, carries -0.466; number 2, C, carries 0.015; number 3, C, carries -0.598; number 4, C, carries -0.935; number 5, O, carries -0.223; number 6, P, carries 0.429; number 7, H, carries 0.191; number 8, H, carries 0.266

***

2.
ORCA calculation (ωB97M-V/def2-TZVPD) on a molecular structure, C10H29CuNO8P in a non-equilibrium geometry.

Geometry as ORCA input:
```
! wB97M-V def2-TZVPD RIJCOSX def2/J DEFGRID3
* xyz -2 1
Cu -0.45528 0.24700 -0.13570
P -2.73213 0.21235 1.22344
O -1.47657 -0.74443 1.45846
O -3.37441 0.67950 2.52129
O -3.69877 -0.60010 0.29918
O -2.16249 1.41142 0.38192
C -2.56328 -0.54276 -3.56917
C -2.89186 -1.67119 -2.58946
O -2.21885 -1.51054 -1.38940
H -1.47564 -0.45224 -3.64112
H -2.97900 0.39038 -3.18822
H -2.95403 -0.74939 -4.57634
H -2.59196 -2.63221 -3.04859
H -3.97745 -1.69522 -2.40732
H -2.89991 -1.07549 -0.67273
C 1.06168 -4.35372 3.09307
C 0.13265 -3.15538 2.98990
O 0.48453 -2.37308 1.89551
H 1.99532 -4.10634 3.61206
H 1.36019 -4.69488 2.09900
H 0.58872 -5.19250 3.61253
H 0.16120 -2.57190 3.92828
H -0.91341 -3.49246 2.91337
H -0.27674 -1.72745 1.74621
C 1.74229 2.79775 2.87928
C 0.65694 1.77310 3.15816
O 0.62090 0.88500 2.07337
H 1.42499 3.47117 2.08219
H 2.64013 2.26357 2.55249
H 2.00385 3.38601 3.76410
H -0.31752 2.26261 3.28002
H 0.86539 1.23844 4.10061
H -0.20775 0.32684 2.11787
C 3.55318 0.69350 -1.90235
C 2.13917 0.87856 -1.37622
C 1.38089 1.91717 -2.18211
O 0.20748 2.17503 -1.48101
C -0.87670 2.64647 -2.22907
N 1.36191 -0.37894 -1.34543
H 4.10762 -0.03027 -1.30863
H 4.10416 1.64116 -1.88947
H 3.50308 0.36812 -2.94785
H 2.15828 1.22734 -0.33916
H 1.18759 1.56760 -3.20609
H 1.99556 2.83501 -2.19422
H -1.04413 2.03646 -3.12917
H -0.71986 3.68574 -2.57563
H -1.74929 2.58403 -1.57636
H 1.73993 -1.00128 -0.63852
H 1.37938 -0.84957 -2.24297
*
```

The largest force on an atom comes out at 1.379 eV/Å. The value obtained for the calculated total energy is -3037.016949 a.u.

Here are the Mulliken charges for atoms 1 to 8, given in e: number 1, Cu, carries 0.331; number 2, P, carries 0.499; number 3, O, carries -0.506; number 4, O, carries -0.905; number 5, O, carries -0.884; number 6, O, carries -0.622; number 7, C, carries -0.672; number 8, C, carries -0.516

***

3.
ORCA calculation (ωB97M-V/def2-TZVPD) on 3 unconnected molecules or ions with the total composition C18H16BF5N2O11.

Geometry as ORCA input:
```
! wB97M-V def2-TZVPD RIJCOSX def2/J DEFGRID3
* xyz 0 1
H 0.22894 -4.65334 0.17643
N 0.06027 -3.64846 0.15410
C -1.14252 -3.43054 -0.16596
C -1.68549 -2.02351 -0.24199
C -0.58679 -1.00938 -0.40749
C -0.03139 -0.33888 0.67384
C 1.01305 0.57673 0.53388
C 1.48649 1.23430 1.80187
F 1.97949 2.48140 1.60751
F 2.46209 0.52348 2.40684
F 0.48845 1.36354 2.69394
C 1.59711 0.85129 -0.70740
C 2.76162 1.76558 -0.94489
B 2.35077 3.19904 -1.46706
O 1.05669 3.47567 -1.79451
O 3.27699 4.21354 -1.56840
C 1.01077 0.19548 -1.77877
C -0.04568 -0.69752 -1.63805
C -0.42040 -1.19124 -2.99123
O -1.08168 -2.14001 -3.31873
N 0.25130 -0.32833 -3.87747
O 0.32851 -0.63355 -5.21166
C 1.36191 0.26906 -3.22757
O 2.35768 0.64606 -3.77794
H -1.82028 -4.25629 -0.38695
H -2.37734 -1.96734 -1.08224
H -2.21921 -1.81468 0.68960
H -0.42662 -0.52812 1.66348
H 3.38651 1.88299 -0.06017
H 3.39726 1.32210 -1.71639
H 1.01029 4.31871 -2.26793
H 4.17921 3.88174 -1.56629
H 0.70987 -1.52269 -5.27677
O -1.38089 -6.52626 0.79622
C -2.18302 -6.49387 1.66601
O -2.84337 -5.38363 2.07173
C -3.83839 -5.76960 3.02484
C -3.29453 -7.09168 3.52767
F -4.27416 -7.97226 3.83165
O -2.56790 -7.56492 2.40872
H -4.79258 -5.91687 2.51728
H -3.93875 -5.01112 3.79519
H -2.61895 -7.01142 4.38080
O -0.00652 6.70927 -2.05695
C 0.29171 6.55799 -0.92039
O 1.44575 6.98010 -0.35888
C 1.39603 6.70720 1.04349
C 0.35716 5.60578 1.11378
F -0.38536 5.66840 2.24456
O -0.46267 5.89489 -0.00259
H 1.04877 7.59372 1.57626
H 2.37661 6.41338 1.40550
H 0.75318 4.59406 1.00942
*
```

The largest force on an atom comes out at 0.533 eV/Å. The SMILES is [H]/N=C/Cc1cc(C(F)(F)F)c(CB(O)O)c2c1C(=O)N(O)C2=O.O=C1OC[C@@H](F)O1.O=C1OC[C@@H](F)O1. The value obtained for the calculated total energy is -2157.004579 a.u.

Here are the Mulliken charges for atoms 1 to 8, given in e: number 1, H, carries 0.288; number 2, N, carries -0.658; number 3, C, carries 0.084; number 4, C, carries -1.456; number 5, C, carries 0.873; number 6, C, carries -1.205; number 7, C, carries 0.308; number 8, C, carries 0.647

***

4.
ORCA calculation (ωB97M-V/def2-TZVPD) on a gas-phase ion, C5H6N (charge +1) in a non-equilibrium geometry.

Geometry as ORCA input:
```
! wB97M-V def2-TZVPD RIJCOSX def2/J DEFGRID3
* xyz 1 1
C 0.67881 -0.99988 -0.50820
C 0.27800 0.01487 1.36606
C 1.29356 -0.85967 0.77495
C -1.07360 0.62026 -0.55534
C -0.05289 -0.28779 -1.30885
N -0.65754 0.68793 0.84145
H 1.39266 -1.88196 1.19922
H 2.26946 -0.35007 0.75985
H -0.98421 1.70553 -0.93225
H -1.99260 0.12435 -0.64669
H -0.31091 -0.27547 -2.31002
H -0.84074 1.50188 1.31982
*
```

The largest force on an atom comes out at 3.257 eV/Å. The value obtained for the calculated total energy is -248.420307 a.u.

Here are the Mulliken charges for atoms 1 to 8, given in e: number 1, C, carries -0.040; number 2, C, carries -0.149; number 3, C, carries 0.136; number 4, C, carries -0.338; number 5, C, carries -0.506; number 6, N, carries -0.065; number 7, H, carries 0.277; number 8, H, carries 0.297

***

5.
ORCA calculation (ωB97M-V/def2-TZVPD) on 3 unconnected molecules or ions with the total composition C3H6O3 in a non-equilibrium geometry.

Geometry as ORCA input:
```
! wB97M-V def2-TZVPD RIJCOSX def2/J DEFGRID3
* xyz 0 1
C -1.39870 -1.05117 -0.11588
C -0.67748 0.22193 -0.39767
O -1.08299 1.13331 -1.05740
H 0.43178 1.86331 0.37848
H -1.79185 -1.48573 -1.03436
H -0.78531 -1.84628 0.30527
H -2.20452 -0.85813 0.59076
C 0.88314 0.21549 0.34184
O 1.76061 0.22066 -0.69019
O 1.06431 -0.40750 1.36598
H 2.60549 -0.14537 -0.38431
H 1.19552 2.13949 0.69748
*
```

The largest force on an atom comes out at 4.418 eV/Å. The value obtained for the calculated total energy is -343.540667 a.u.

Here are the Mulliken charges for atoms 1 to 8, given in e: number 1, C, carries -0.967; number 2, C, carries 0.612; number 3, O, carries -0.481; number 4, H, carries -0.052; number 5, H, carries 0.316; number 6, H, carries 0.324; number 7, H, carries 0.259; number 8, C, carries 0.408

***

6.
ORCA calculation (ωB97M-V/def2-TZVPD) on a single C4H7N3O molecule in a non-equilibrium geometry.

Geometry as ORCA input:
```
! wB97M-V def2-TZVPD RIJCOSX def2/J DEFGRID3
* xyz 0 1
C -0.71584 0.05680 1.88643
N -0.75467 1.10379 0.94213
C -0.33204 0.90439 -0.20851
C -0.28073 1.74503 -1.48777
N -0.12750 1.01780 -2.61111
O 0.37975 -0.10968 -2.07870
N 0.17945 -0.26904 -0.76379
C 0.95444 -1.42729 -0.23692
H -1.50952 0.18079 2.64716
H -0.90411 -0.96077 1.27395
H 0.24189 0.25639 2.50615
H -0.69232 2.82830 -1.51999
H 1.86239 -0.86609 0.31025
H 0.43906 -2.34614 0.52126
H 1.25976 -2.11428 -1.18054
*
```

The largest force on an atom comes out at 5.867 eV/Å. The SMILES is C/N=c1/cnon1C. The value obtained for the calculated total energy is -395.899781 a.u.

Here are the Mulliken charges for atoms 1 to 8, given in e: number 1, C, carries -0.627; number 2, N, carries -0.602; number 3, C, carries 0.710; number 4, C, carries -0.321; number 5, N, carries -0.272; number 6, O, carries -0.211; number 7, N, carries 0.252; number 8, C, carries -0.803